No. 1
{"formula": "C2F3IrNO5S2", "method": "wB97M-V/def2-TZVPD", "e_lumo_ev": [-0.3, -5.0], "e_above_lowest_ev": 0.1983, "multiplicity": 6, "energy_ev": -46453.7889, "s2": 8.768, "charge": 0, "mol_weight_g_mol": 431.4, "gap_ev": [7.46, 5.04], "species": ["O", "C", "O", "Ir", "N", "S", "O", "O", "S", "O", "C", "F", "F", "F"], "coordinates": [[3.78350, -0.48732, 1.20272], [2.74782, 0.06951, 0.79956], [2.37621, 1.17724, 0.52198], [2.95132, -2.26870, 1.79550], [-0.93586, -0.78066, 0.20507], [0.43174, -1.48777, -0.25002], [0.95895, -0.87288, -1.50550], [1.62504, -1.15564, 1.07806], [-1.05549, 0.86967, 0.05382], [-1.64872, 1.41386, 1.33028], [-2.53914, 0.86384, -1.08970], [-2.21325, 0.32610, -2.26074], [-3.57338, 0.20448, -0.58652], [-2.90873, 2.12828, -1.29450]], "forces_ev_per_angstrom": [[0.388, 0.711, -0.743], [-0.617, 3.541, 0.411], [0.067, -2.667, 0.022], [2.939, -5.075, 2.722], [0.728, 1.774, 0.402], [0.657, -0.243, -1.958], [-0.424, -0.515, 2.310], [-3.430, 3.790, -3.260], [-1.542, -1.264, 2.435], [1.108, -0.427, -2.081], [-1.070, 0.412, -1.220], [0.270, 0.023, 0.459], [0.650, 0.077, 0.243], [0.276, -0.139, 0.259]]}

---

No. 2
{"formula": "C47H56Cl4IrN5O4PS", "method": "wB97M-V/def2-TZVPD", "e_lumo_ev": [-3.4, -4.5], "multiplicity": 5, "energy_ev": -138336.1477, "s2": 6.012, "charge": 1, "mol_weight_g_mol": 1152.1, "gap_ev": [7.15, 6.01], "species": ["Ir", "O", "C", "C", "C", "C", "C", "C", "C", "O", "N", "N", "C", "C", "C", "C", "C", "C", "N", "H", "H", "H", "H", "H", "H", "H", "H", "H", "H", "Cl", "Cl", "C", "C", "C", "C", "C", "C", "N", "C", "C", "N", "C", "O", "C", "C", "C", "Cl", "S", "C", "C", "C", "Cl", "C", "H", "H", "H", "H", "H", "H", "H", "H", "H", "H", "H", "H", "H", "O", "P", "C", "C", "C", "C", "C", "C", "C", "C", "C", "C", "C", "C", "C", "C", "C", "C", "C", "C", "H", "H", "H", "H", "H", "H", "H", "H", "H", "H", "H", "H", "H", "H", "H", "H", "H", "H", "H", "H", "H", "H", "H", "H", "H", "H", "H", "H", "H", "H", "H", "H", "H"], "coordinates": [[-0.25621, -0.06261, 0.67659], [0.77456, -1.16422, -4.75611], [-0.57103, -1.00840, -4.67940], [-1.32403, -1.30748, -5.80420], [-2.71464, -1.18925, -5.77003], [-3.34228, -0.79467, -4.60139], [-2.61045, -0.52276, -3.46918], [-1.21992, -0.59918, -3.51056], [-0.53228, -0.25069, -2.25470], [-1.24706, -0.17572, -1.18145], [0.77765, 0.05388, -2.29882], [1.19893, 0.40791, -1.08433], [2.40389, 0.85669, -0.90332], [2.73683, 1.14951, 0.48909], [3.99857, 1.62419, 0.82667], [4.29268, 1.84209, 2.15438], [3.32808, 1.57019, 3.11146], [2.09124, 1.10794, 2.70284], [1.78740, 0.92951, 1.40873], [1.15761, -0.78205, -3.93033], [-0.79999, -1.63822, -6.67348], [-3.28950, -1.35090, -6.68929], [-4.42511, -0.69958, -4.56338], [-3.04859, -0.21632, -2.55491], [3.09672, 0.98297, -1.72805], [4.71200, 1.80453, 0.03764], [5.27880, 2.17976, 2.44637], [3.52615, 1.66337, 4.16846], [1.30457, 0.86160, 3.39229], [-1.08324, -0.89408, 2.63433], [4.78618, -2.44618, -4.43824], [3.88394, -3.55373, -3.44549], [4.50323, -4.06088, -2.30769], [3.76174, -4.82840, -1.42271], [2.44356, -5.17076, -1.69252], [1.66074, -6.04675, -0.73640], [1.83849, -5.57181, 0.71796], [1.68346, -4.12838, 0.87359], [2.65750, -3.38123, 1.50442], [2.27384, -2.10205, 1.39485], [1.10482, -2.01917, 0.64834], [0.77259, -3.27042, 0.38249], [1.94073, -7.43653, -0.92772], [3.25842, -7.91053, -0.65085], [3.44829, -8.26676, 0.78906], [4.47527, -7.85401, 1.56024], [5.79848, -6.88102, 1.10615], [4.34205, -8.37455, 3.17831], [2.87506, -9.21531, 2.83630], [2.52435, -9.05546, 1.53421], [1.86419, -4.64503, -2.87008], [0.20857, -4.89581, -3.26231], [2.57007, -3.82140, -3.72985], [5.53137, -3.83066, -2.08616], [4.27365, -5.17521, -0.54243], [0.61039, -5.96863, -0.98133], [2.84107, -5.82914, 1.08649], [1.12250, -6.08290, 1.37480], [3.50294, -3.86818, 1.94586], [2.68646, -1.21506, 1.86157], [-0.07683, -3.59194, -0.20935], [4.02762, -7.23346, -0.96811], [3.36324, -8.85304, -1.21329], [2.34622, -9.83310, 3.58982], [1.61238, -9.45302, 1.13004], [2.06150, -3.41434, -4.61584], [-1.61990, 1.78527, 1.06331], [-1.82404, 3.30207, 0.98596], [-2.15249, 4.03279, 2.60007], [-0.89757, 4.04855, 3.53203], [-0.60316, 2.65303, 4.06640], [-1.78431, 2.02294, 4.82483], [-3.01889, 2.93873, 4.81699], [-3.36542, 3.37954, 3.35837], [-0.23899, 3.98467, 0.46230], [-0.04336, 5.49261, 0.64701], [-0.58720, 6.35447, -0.52143], [0.01151, 5.87405, -1.82863], [-0.24784, 4.39248, -2.10158], [0.18672, 3.53211, -0.93583], [-3.13908, 3.80600, -0.18459], [-4.47418, 4.38861, 0.39892], [-5.70822, 3.50139, 0.06743], [-5.31418, 2.02615, 0.21469], [-4.30402, 1.61082, -0.85411], [-3.40243, 2.75690, -1.27798], [-2.45426, 5.06678, 2.32334], [-1.09514, 4.72258, 4.36722], [-0.01465, 4.43401, 3.03421], [0.23135, 2.73935, 4.75968], [-0.30099, 2.03085, 3.23100], [-1.49085, 1.79263, 5.87347], [-2.05827, 1.08764, 4.35174], [-2.81550, 3.85395, 5.41493], [-3.89901, 2.45703, 5.24217], [-4.20693, 4.08472, 3.36200], [-3.69123, 2.49421, 2.79904], [0.39918, 3.45666, 1.17741], [1.03901, 5.66620, 0.67962], [-0.44696, 5.82664, 1.59625], [-0.29881, 7.38967, -0.38795], [-1.68608, 6.30175, -0.51439], [1.10775, 5.97889, -1.74082], [-0.33802, 6.47682, -2.67190], [0.25181, 4.10162, -3.03982], [-1.31387, 4.22443, -2.27689], [1.29515, 3.48190, -0.90757], [-0.12651, 2.50218, -1.15403], [-2.63010, 4.66077, -0.64905], [-4.60950, 5.39462, 0.01943], [-4.39683, 4.45618, 1.46943], [-6.02905, 3.68689, -0.95040], [-6.51172, 3.72787, 0.77568], [-6.20071, 1.36205, 0.22120], [-4.88624, 1.92996, 1.21512], [-4.79728, 1.23400, -1.75756], [-3.71090, 0.76162, -0.46275], [-3.87926, 3.32135, -2.07398], [-2.48797, 2.31780, -1.67002]], "forces_ev_per_angstrom": [[0.397, 0.411, 0.119], [-0.160, 0.318, 0.442], [0.486, -0.119, 0.027], [-0.751, 0.040, 0.248], [0.722, 0.062, -0.576], [-0.955, 0.086, 0.266], [0.484, -0.196, -0.998], [0.062, 0.049, 0.863], [0.468, 0.288, -0.357], [0.487, -0.111, -0.206], [-1.007, -0.359, -0.452], [1.405, 0.242, 0.488], [-1.788, -0.638, 0.131], [0.208, 0.262, -0.257], [-0.235, -0.048, -0.129], [0.251, -0.021, 0.211], [-0.085, -0.190, 0.168], [-0.055, 0.084, -0.643], [-0.031, 0.005, 0.312], [-0.033, -0.136, -0.387], [0.170, -0.097, -0.501], [0.218, -0.092, 0.471], [0.175, -0.029, -0.086], [-0.532, 0.159, 0.578], [0.045, 0.010, 0.045], [0.138, 0.006, -0.001], [-0.047, 0.065, 0.013], [0.053, 0.114, 0.028], [-0.040, -0.068, 0.242], [0.039, -0.038, 0.161], [-0.112, -0.147, -0.096], [0.838, 0.381, 0.398], [-0.396, 0.076, -0.027], [0.271, 0.154, -0.676], [-0.570, 0.211, -0.451], [0.408, 0.075, -0.170], [-0.205, -0.618, 0.271], [0.721, -0.039, 0.038], [-0.371, -0.648, -0.154], [-0.354, 1.337, -0.041], [0.084, -0.404, 0.532], [-0.038, -0.131, -0.487], [-0.037, 0.278, 0.257], [-0.461, -1.011, 0.069], [-0.492, 0.162, -0.266], [-0.003, -0.115, 0.438], [0.330, 0.328, -0.178], [-0.105, -0.449, 0.546], [-0.197, -0.318, 0.386], [-0.005, 0.026, 0.280], [0.583, -0.082, 0.791], [-0.453, -0.211, 0.023], [-0.610, -0.051, -0.680], [0.143, 0.101, -0.070], [-0.072, -0.101, 0.285], [-0.240, -0.031, -0.098], [-0.340, 0.193, -0.106], [0.144, 0.005, -0.223], [0.157, 0.056, 0.208], [0.129, -0.419, -0.291], [0.074, 0.117, 0.147], [0.326, 0.326, -0.344], [-0.129, 0.489, -0.136], [0.576, 0.723, -0.547], [-0.121, -0.159, -0.240], [0.402, -0.106, 0.521], [-0.265, 0.306, -0.165], [-0.062, -1.266, 0.009], [-0.164, 0.645, 0.749], [-0.614, -0.072, -0.244], [-0.021, 0.261, 0.385], [-0.379, 0.171, 0.558], [0.311, 0.884, -0.634], [0.265, -0.300, 0.205], [-0.228, 0.336, -0.226], [0.232, 0.497, -0.568], [-0.087, -0.724, 0.496], [0.311, -0.318, -0.301], [-0.419, 0.533, -0.203], [0.939, -0.865, -0.305], [0.082, 0.457, 0.128], [-0.058, -0.905, -0.390], [0.695, -0.173, 0.420], [-0.614, 0.050, 0.128], [0.002, -0.818, 0.423], [0.159, 0.163, 0.177], [0.334, -0.293, 0.317], [-0.052, 0.069, -0.073], [0.063, 0.093, -0.087], [0.293, -0.054, -0.085], [-0.067, -0.170, -0.042], [-0.229, 0.112, -0.662], [-0.035, -0.270, -0.047], [-0.209, -0.549, -0.210], [0.100, -0.064, 0.069], [0.205, -0.237, 0.156], [-0.016, 0.043, 0.208], [0.141, 0.008, 0.021], [-0.018, 0.023, 0.121], [-0.040, 0.143, 0.084], [-0.082, 0.248, 0.280], [0.241, 0.217, -0.204], [-0.257, 0.245, -0.189], [0.145, 0.007, 0.104], [-0.038, -0.091, 0.429], [-0.033, 0.106, -0.095], [-0.354, 0.127, -0.141], [-0.008, 0.150, 0.313], [-0.166, -0.281, -0.093], [-0.072, 0.194, -0.084], [-0.074, 0.161, 0.314], [-0.332, 0.150, -0.176], [0.006, 0.149, -0.321], [0.402, 0.353, -0.159], [0.176, -0.203, -0.035], [-0.158, 0.077, 0.167], [-0.122, 0.455, -0.192], [-0.036, -0.042, -0.335], [0.239, 0.206, -0.121]]}

---

Which of these has the highest charge?
C47H56Cl4IrN5O4PS

---

The highest charge belongs to which entry?
C47H56Cl4IrN5O4PS